Entry 1:
Computed, not measured: a 9-piece molecular cluster, C39H64ClN4O25 overall at a distorted geometry, with the ωB97M-V functional and the def2-TZVPD basis.

Values from the calculation:
electronic energy = -4084.5336 hartree

Geometry as ORCA input:
```
! wB97M-V def2-TZVPD RIJCOSX def2/J DEFGRID3
* xyz 1 1
Cl 2.2896 -2.3349 0.6988
O -7.2676 -1.4115 2.8248
O 5.9682 1.7144 -4.9311
O 8.9466 5.9606 -5.8172
O 4.7477 0.7506 -1.7181
O -6.3683 -5.5524 7.6935
O 7.7166 3.0667 -5.1645
O -13.2425 -9.2069 8.0839
O -0.8452 -5.7592 -1.0401
O -1.5263 6.4384 -2.7299
O -2.0252 4.7368 -4.0913
O -1.2846 -7.9010 -1.5875
O 8.5453 5.1921 -7.8899
O 0.8284 -7.2291 -1.1821
O -11.1025 -8.6273 8.4855
O 2.6172 0.1527 -2.1128
O 9.2023 -0.3781 -9.0974
O 4.3125 -1.1959 -2.6906
O -12.6745 -7.0464 8.3808
O -3.0524 6.7256 -4.3657
O -6.3708 -4.2308 5.8690
O -8.2085 -5.3750 6.4072
O 10.5907 5.9264 -7.3143
O 9.5586 1.8123 -8.7149
O 9.7005 1.0180 -10.7948
O 7.7519 1.4730 -3.5819
N -2.1825 1.5325 2.2852
N -5.5836 0.1345 2.5724
N -1.3630 3.5063 1.1202
N -1.0379 1.4011 0.2649
C -8.5965 -4.4726 5.3631
C 9.2925 5.6518 -7.0828
C 7.2003 2.0364 -4.4785
C 5.7398 -1.0207 -2.7895
C -12.4227 -8.3795 8.2962
C -4.2952 0.2885 1.9093
C -1.0486 -0.0570 0.1849
C 1.4416 -5.9449 -1.0519
C -1.5919 1.8572 3.6158
C 3.7925 -0.0757 -2.1704
C -0.0664 1.0667 5.4216
C -10.4085 -7.3767 8.4800
C -0.5425 0.8094 3.9888
C 10.1001 2.8745 -9.5091
C -6.9250 -5.0987 6.7519
C -6.6024 1.0868 2.0666
C -6.0913 -1.1819 2.5337
C 11.0971 6.6636 -6.1930
C -1.5231 2.1321 1.2294
C 9.4627 0.7070 -9.4978
C -2.2830 6.0405 -3.7914
C -5.1657 -2.3326 2.1778
C -0.5116 -7.0536 -1.3007
C 1.0659 -1.1134 1.1273
C -0.8912 4.3202 -3.3369
C 6.8711 3.3217 -6.3003
C 10.1459 6.2550 -5.0878
C 0.8428 -0.0402 6.0221
C -3.6722 1.6677 2.1891
C 6.0024 0.0370 -1.7461
C -7.2638 -4.0907 4.7586
C -7.4321 1.6571 3.2139
C -0.9082 5.2866 -2.1688
C 1.0268 -1.2990 5.1732
C 5.5507 2.7428 -5.8434
C 0.3411 -0.6295 -0.1242
C 0.3065 -5.1019 -0.5113
C 9.7396 2.4455 -10.9131
C -11.4968 -6.4007 8.8693
H -3.5874 -0.4309 2.3061
H -7.2605 0.6170 1.3386
H 2.2963 -5.9929 -0.3824
H -6.7880 1.8728 4.0627
H 8.7527 2.7984 -11.2182
H -0.3776 3.7511 1.0781
H -9.5798 -7.3944 9.1828
H -0.9390 1.2128 6.0542
H 9.6605 3.8261 -9.2276
H 6.8263 4.3810 -6.5145
H 9.9683 7.0428 -4.3614
H -11.3776 -5.4220 8.4111
H -9.2616 -4.9635 4.6578
H 5.9803 -0.6849 -3.7959
H -4.7144 -2.2153 1.1979
H -11.5835 -6.2795 9.9507
H -0.6064 1.8999 -0.5024
H -6.9541 -4.7801 3.9695
H 4.9641 2.3204 -6.6544
H -1.4318 -0.5051 1.0931
H 7.2818 2.8017 -7.1657
H 0.3847 -1.5577 1.8480
H 11.0432 7.7288 -6.4213
H 0.0882 5.5271 -1.8022
H 1.7776 -5.6119 -2.0355
H 0.1900 -1.4940 -0.7641
H 1.5934 -0.3022 1.6217
H -1.0172 -0.1610 3.8698
H -2.3862 1.7830 4.3514
H 6.8281 0.7036 -2.0156
H -8.0142 2.5215 2.9070
H 6.2547 -1.9566 -2.5922
H 1.6381 -1.1165 4.2896
H 0.3924 -0.3544 6.9615
H -9.1141 -3.6206 5.8071
H 10.4708 2.7509 -11.6565
H -4.3870 -2.3793 2.9419
H 0.5207 1.9836 5.3871
H -4.0960 2.1045 3.0882
H 4.9397 3.4653 -5.2993
H 6.1774 -0.3925 -0.7567
H 0.3467 -4.0695 -0.8483
H -4.3407 0.1398 0.8243
H -0.9943 3.2781 -3.0383
H 11.1801 2.9178 -9.3536
H -3.8844 2.3334 1.3524
H 0.2553 -5.1210 0.5798
H 0.3085 0.8929 3.3103
H 0.0724 -1.7288 4.8840
H -8.1347 0.9034 3.5602
H 0.9613 0.0915 -0.6492
H -7.2452 -3.0758 4.3733
H -6.1355 1.9340 1.5654
H -5.7334 -3.2485 2.2609
H 10.4678 5.3526 -4.5665
H -1.1401 2.8497 3.6380
H 1.8202 0.3639 6.2718
H -1.7118 -0.3285 -0.6338
H 1.5799 -2.0247 5.7644
H -1.5208 4.9311 -1.3356
H 0.0041 4.4239 -3.9521
H 12.1301 6.3941 -5.9928
H -10.0191 -7.1929 7.4777
H -1.7405 3.9341 1.9599
*
```

---

Entry 2:
Computed, not measured: C39H66BHgN6O3S4Si as an isolated structure, with the ωB97M-V functional and the def2-TZVPD basis.

Values from the calculation:
electronic energy = -4140.7586 hartree
⟨S²⟩ = 0.766

Geometry as ORCA input:
```
! wB97M-V def2-TZVPD RIJCOSX def2/J DEFGRID3
* xyz 0 2
Hg -0.1842 -0.4684 -1.1794
S 2.0708 -1.4979 0.1441
S 0.1443 2.1461 -0.4083
S -2.3400 -1.2814 0.2700
S 0.0332 -1.7814 -3.1920
Si -0.0743 -0.4693 -4.8524
O 1.3285 0.2596 -5.2276
O -1.1437 0.6965 -4.4466
O -0.4944 -1.3250 -6.1733
N -0.4220 -1.3948 2.0819
N -1.8789 0.9147 2.7397
N -0.9969 1.0586 1.7320
N 1.5850 1.2409 2.9140
N 1.4161 0.3141 1.9511
N 0.3454 -1.9239 3.0558
C -2.7040 2.4628 -4.5320
C -3.6399 2.9003 5.0024
C 4.9171 -0.6001 0.9700
C -1.0046 2.0855 0.8449
C -1.2030 -3.6168 -6.1549
C 1.5925 2.8031 5.1022
C -0.9501 -3.8970 2.9286
C -3.7223 1.6585 4.1039
C -2.1132 4.2167 0.0449
C 2.4220 -0.3445 1.3236
C -5.1497 1.4946 3.5661
C 3.3641 0.1240 -3.9858
C 2.3997 -3.1924 4.4431
C 3.7600 0.0227 1.6815
C 0.8217 -5.0730 4.9191
C 3.9206 0.9393 2.6700
C 2.7871 1.5279 3.2990
C -2.7720 1.8359 2.9315
C -1.1236 2.0980 -6.4376
C -1.2942 2.0397 -4.9209
C 0.4091 -2.8175 5.9187
C 3.5846 3.7964 3.9609
C 3.3144 0.6828 -6.4320
C -2.7753 -4.1907 1.2417
C -2.8462 -1.7810 -5.7097
C 2.7870 -1.6422 -5.6704
C 0.9317 -3.5664 4.6828
C -1.8328 -2.0202 -7.9849
C -1.5966 -2.1829 -6.4898
C 2.9471 2.4940 4.4625
C 0.0878 -3.1191 3.4945
C -0.2635 2.9252 -4.2264
C -1.4520 -2.0577 1.4861
C 2.6919 -0.1589 -5.3255
C -3.3483 0.4257 4.9283
C 3.8583 1.8481 5.5177
C -2.8537 2.9627 2.0769
C -1.7080 -3.3878 1.9133
C -2.0025 3.0880 1.0207
B -0.0005 -0.0343 1.6947
H 4.7633 -0.5520 -0.1081
H 4.4263 -0.1239 -4.0355
H -3.6186 3.7121 2.2365
H -5.8556 1.4300 4.3960
H -2.7183 -5.2345 1.5474
H 3.8818 2.4770 6.4090
H -0.1005 1.8394 -6.7151
H -5.4429 2.3376 2.9372
H -0.9158 -3.6825 -5.1052
H -3.0656 -0.7231 -5.8623
H 1.5069 -5.3631 5.7164
H 0.7415 2.5900 -4.4825
H 1.1441 1.8983 5.5156
H 3.1796 1.7436 -6.2138
H 3.7784 4.4620 4.8040
H -0.3820 3.9654 -4.5364
H -5.2313 0.5831 2.9714
H -2.0930 -0.9846 -8.2104
H 2.9180 4.3061 3.2632
H -2.8861 3.4959 -4.8330
H -2.6172 3.0547 5.3526
H -0.6637 -2.9791 6.0491
H -2.0441 -4.2900 -6.3325
H 2.7888 -3.7054 3.5607
H -3.7630 -3.7981 1.4891
H 1.7304 3.5276 5.9067
H 2.4979 -2.1199 4.2799
H -4.2819 2.7641 5.8742
H 2.2245 -1.8497 -6.5823
H -0.3606 -3.9384 -6.7700
H 4.3819 0.4725 -6.5160
H 2.8323 0.4611 -7.3854
H -3.0850 4.7006 0.1328
H 3.2585 1.1795 -3.7277
H -1.3315 4.9586 0.2184
H -3.4394 1.8201 -5.0190
H 3.4868 0.8617 5.8033
H 4.5327 3.6076 3.4530
H 0.5818 -1.7455 5.8144
H -1.3486 3.1011 -6.8032
H 4.9183 1.2441 2.9589
H 2.8970 -0.4758 -3.2019
H -4.0692 0.3023 5.7385
H 3.0029 -3.4777 5.3072
H -0.3855 2.8609 -3.1428
H -1.1267 -4.9079 3.2688
H 4.9922 -1.6577 1.2292
H 4.8833 1.7385 5.1603
H -2.8342 2.3796 -3.4518
H 3.8299 -1.9246 -5.8231
H -3.3492 -0.4744 4.3138
H -2.6693 -4.1186 0.1590
H -2.6996 -1.9468 -4.6408
H -0.1853 -5.3578 5.2307
H 1.0864 -5.6384 4.0231
H -1.9764 3.8459 -0.9703
H -3.9646 3.8040 4.4838
H 0.9194 -3.1743 6.8161
H -3.7005 -2.3701 -6.0465
H 2.3735 -2.2460 -4.8616
H -2.6462 -2.6668 -8.3190
H 0.8982 3.2136 4.3697
H -1.8023 1.3902 -6.9183
H 5.8464 -0.0981 1.2355
H -0.9277 -2.2754 -8.5376
H -2.3513 0.5339 5.3577
*
```

---

Entry 3:
Computed, not measured: a 17-piece molecular cluster, C39H66BrN16O3P3S overall at a distorted geometry, with the ωB97M-V functional and the def2-TZVPD basis.

Values from the calculation:
electronic energy = -6623.5705 hartree

Geometry as ORCA input:
```
! wB97M-V def2-TZVPD RIJCOSX def2/J DEFGRID3
* xyz 0 1
Br -0.9467 0.5531 -2.7852
S -2.9056 -3.0478 1.0235
P -3.4567 -1.1458 -1.8085
P -2.5221 -1.1120 1.1928
P -1.6632 -0.2771 -0.7107
O -0.4867 1.2687 1.8179
O -3.4859 -0.6885 -3.2227
O -2.0561 2.8196 1.8673
N 0.5063 -4.1320 -1.3349
N 4.8037 -7.9892 -2.3934
N -6.6256 -1.2716 -7.4566
N 1.6437 -3.8841 -6.2355
N -2.8312 6.0546 6.5864
N -1.3308 -12.5059 -4.9762
N 0.7199 -9.1206 0.9766
N -3.8668 7.7120 -2.9246
N -0.8430 -0.6465 -6.7932
N 0.5640 5.5366 9.5941
N -3.5820 9.2476 10.1830
N 0.8416 9.0676 5.3327
N -2.3452 -7.4745 -2.5869
N 5.6274 0.9983 2.2131
N 6.2538 -1.3210 -1.6313
N -0.9197 5.5649 1.3978
C 4.9991 0.7501 3.1276
C 2.3998 -1.0566 -0.8614
C -3.1795 10.2040 9.7169
C -0.2363 6.8008 4.6497
C -0.7185 -10.2049 -3.9251
C -1.6729 5.6292 0.5452
C -2.4231 3.5714 5.9414
C -0.3086 -6.2742 -0.1030
C -2.6610 11.4310 9.1090
C -2.6474 4.9729 6.2984
C 7.1910 0.9248 -0.7041
C 4.1827 0.4311 4.2990
C -1.6003 -2.7672 -5.4921
C -1.2842 7.3153 10.0621
C -1.8202 1.5011 -0.1511
C 3.5090 -1.1110 0.2214
C -5.7861 -0.6526 -7.0017
C 2.4989 -1.7598 -7.4684
C -1.1765 -1.5746 -6.2248
C -1.3657 1.7980 1.2559
C -1.5487 8.3484 -3.9224
C -3.1378 -6.6933 -2.3522
C -4.7036 0.1414 -6.4164
C -2.8520 7.9903 -3.3582
C -4.1476 -5.6784 -2.0504
C 1.7943 -8.9615 0.6362
C 0.1497 -5.0710 -0.7989
C 3.1700 -8.7570 0.1763
C 5.6636 -7.3775 -1.9682
C -1.0631 -11.5000 -4.5169
C -0.1552 -1.3433 -0.6451
C -0.2422 6.3131 9.8002
C 6.6640 -0.3453 -1.2113
C -2.6391 5.7119 -0.5503
C 2.0290 -2.9601 -6.7762
C 1.1119 -0.5995 -0.1434
C 2.8195 0.0407 -1.8651
C 0.3728 8.0747 5.0342
C 6.7650 -6.5831 -1.4208
H -3.6682 -4.7073 -1.9458
H -2.8695 1.7935 -0.2225
H -1.3942 -6.2822 -0.0463
H 3.6800 -8.0624 0.8417
H -1.2672 6.7555 4.9897
H 7.9300 0.7356 0.0706
H 0.9485 0.4665 -0.2774
H 3.7172 -0.5436 4.1670
H -4.8803 -5.6324 -2.8537
H -4.2185 -0.4268 -5.6234
H 1.9079 -0.9022 -7.1518
H -0.2126 6.6901 3.5675
H -3.2728 -2.5412 -1.8217
H 3.7879 -0.0822 0.4260
H 2.2549 -2.0155 -1.3467
H -2.6870 -2.7899 -5.4275
H -2.6737 2.9341 6.7868
H 3.7035 -9.7050 0.1714
H -0.2510 -9.5697 -4.6745
H -2.7041 6.7344 -0.9106
H -3.6195 5.3965 -0.1998
H 3.9046 0.0904 -1.8909
H -0.8238 7.5677 -3.7007
H 6.3862 1.5228 -0.2846
H -4.6546 -0.7875 -1.1447
H 7.4667 -6.3336 -2.2134
H 1.1563 -0.7336 0.9343
H 7.6585 1.4714 -1.5215
H 6.3755 -5.6640 -0.9876
H 0.1010 -6.2938 0.9040
H -1.1807 -2.7463 -4.4879
H -2.3260 5.0650 -1.3681
H 2.4579 -0.1488 -2.8734
H 0.3139 5.9781 5.1042
H -1.2485 -3.6583 -6.0082
H -3.7793 -0.4710 1.3773
H 3.5465 -1.5848 -7.2314
H -5.1070 1.0587 -5.9930
H -3.9706 0.3917 -7.1809
H 4.8078 0.4124 5.1892
H -2.6718 11.3366 8.0253
H -1.2786 2.1625 -0.8152
H 7.2822 -7.1521 -0.6509
H -3.2804 12.2761 9.4016
H -1.6996 -0.9441 2.3292
H 2.3911 -1.8899 -8.5431
H -1.6341 8.4601 -5.0010
H 0.0239 -7.1575 -0.6397
H 0.0423 -1.6333 -1.6677
H 3.4071 1.1842 4.4219
H -1.4431 3.5745 1.8209
H -1.6147 -9.7145 -3.5544
H 2.4688 1.0230 -1.5562
H -0.0260 -10.3503 -3.0986
H -1.6397 11.6037 9.4418
H -0.3308 -2.2698 -0.1161
H -3.0474 3.3033 5.0911
H -1.2069 9.2870 -3.4914
H -0.8269 8.2902 10.2101
H 4.3494 -1.7218 -0.0721
H 3.0714 -1.4929 1.1455
H -1.8403 7.0444 10.9559
H -1.3777 3.4214 5.6781
H -1.9693 7.3668 9.2200
H -4.6531 -5.9264 -1.1193
H 3.1648 -8.3494 -0.8295
*
```